(1)
{
  "formula": "C3H10N2S",
  "method": "ωB97M-V/def2-TZVPD",
  "fmax_ha_per_bohr": 0.0258,
  "relative_energy_kcal_mol": 13.2,
  "homo_ha": -0.3096,
  "smiles": "[H]/N=C/N.CCS",
  "total_energy_ha": -627.9736,
  "orbital_gap_ev": 9.44,
  "species": ["H", "N", "C", "N", "H", "H", "H", "C", "C", "S", "H", "H", "H", "H", "H", "H"],
  "positions_angstrom": [[1.346, -1.877, -0.030], [0.526, -2.030, -0.606], [0.801, -2.521, -1.744], [-0.218, -3.060, -2.505], [1.800, -2.685, -2.180], [-1.030, -3.396, -2.022], [0.028, -3.396, -3.415], [-0.023, 3.184, 1.527], [-0.479, 1.702, 1.572], [-1.137, 1.031, 0.036], [-0.888, 3.878, 1.560], [0.626, 3.457, 0.692], [0.700, 3.281, 2.355], [-1.175, 1.556, 2.393], [0.400, 1.103, 1.872], [-1.277, -0.229, 0.494]],
  "lowdin_charge": [0.04, 0.05, -0.38, 0.06, 0.12, 0.09, 0.07, -0.18, -0.67, 0.65, 0.07, 0.06, 0.07, 0.06, 0.06, -0.16]
}

(2)
{
  "formula": "C3H10N2S",
  "method": "ωB97M-V/def2-TZVPD",
  "fmax_ha_per_bohr": 0.0572,
  "relative_energy_kcal_mol": 30.2,
  "homo_ha": -0.2922,
  "smiles": "N/C=C/N.CS",
  "total_energy_ha": -627.9464,
  "orbital_gap_ev": 8.70,
  "species": ["N", "C", "C", "N", "H", "H", "H", "H", "H", "H", "C", "S", "H", "H", "H", "H"],
  "positions_angstrom": [[-1.579, 0.089, 1.996], [-1.540, -0.149, 0.588], [-1.665, 0.928, -0.250], [-1.559, 0.919, -1.650], [-0.766, -0.387, 2.415], [-2.403, -0.349, 2.366], [-1.167, -1.108, 0.342], [-1.899, 1.887, 0.230], [-0.650, 0.639, -1.976], [-1.919, 1.732, -2.116], [2.934, -0.468, -0.129], [1.646, -0.794, -1.424], [3.464, 0.523, -0.364], [2.476, -0.376, 0.885], [3.615, -1.289, -0.191], [1.011, -1.798, -0.723]],
  "lowdin_charge": [-0.03, -0.24, -0.20, 0.02, 0.07, 0.05, 0.06, 0.11, 0.01, 0.07, -0.46, 0.60, 0.05, 0.03, 0.00, -0.13]
}

(3)
{
  "formula": "C3H10N2S2",
  "method": "ωB97M-V/def2-TZVPD",
  "total_charge": -1,
  "fmax_ha_per_bohr": 0.0547,
  "relative_energy_kcal_mol": 35.0,
  "homo_ha": [0.0090, -0.1409],
  "multiplicity": 2,
  "total_energy_ha": -1026.1303,
  "orbital_gap_ev": [3.04, 7.06],
  "species": ["S", "S", "C", "C", "C", "N", "N", "H", "H", "H", "H", "H", "H", "H", "H", "H", "H"],
  "positions_angstrom": [[2.774, 1.834, 0.618], [3.125, -0.105, -0.199], [1.419, -0.734, -0.125], [0.131, 0.111, 0.109], [-1.035, -0.793, 0.588], [-2.324, -0.508, -0.045], [-0.177, 0.744, -1.209], [2.024, 2.242, -0.447], [1.359, -1.438, 0.747], [1.090, -1.300, -1.039], [0.373, 0.926, 0.787], [-0.977, -0.587, 1.698], [-0.938, -1.901, 0.657], [-3.052, -1.068, 0.377], [-2.518, 0.450, 0.243], [-0.193, 1.750, -1.292], [-1.081, 0.377, -1.468]],
  "lowdin_spin": [0.49, 0.37, 0.03, 0.02, 0.01, 0.00, 0.01, 0.04, 0.00, 0.01, 0.02, 0.00, 0.00, 0.00, 0.00, 0.01, 0.00]
}

(4)
{
  "formula": "C3H10N3",
  "method": "ωB97M-V/def2-TZVPD",
  "total_charge": 1,
  "fmax_ha_per_bohr": 0.0918,
  "relative_energy_kcal_mol": 88.5,
  "homo_ha": -0.4928,
  "smiles": "CN[C@@H]1[NH2+][C@@H]1N",
  "total_energy_ha": -284.2350,
  "orbital_gap_ev": 10.25,
  "species": ["C", "N", "C", "N", "C", "N", "H", "H", "H", "H", "H", "H", "H", "H", "H", "H"],
  "positions_angstrom": [[0.802, -0.302, -1.549], [0.619, -1.356, -0.568], [0.084, -0.976, 0.641], [-1.256, -0.354, 0.588], [-0.262, 0.547, 1.060], [-0.299, 1.964, 0.529], [1.593, 0.327, -1.188], [1.007, -0.756, -2.467], [-0.084, 0.304, -1.538], [1.319, -2.054, -0.718], [0.106, -1.763, 1.472], [-1.619, -0.101, -0.315], [-2.021, -0.648, 1.183], [-0.156, 0.426, 2.086], [-0.067, 2.666, 1.177], [0.233, 2.076, -0.392]],
  "lowdin_charge": [-0.06, -0.05, -0.16, 0.14, -0.19, 0.10, 0.09, 0.09, 0.06, 0.14, 0.20, 0.17, 0.18, 0.12, 0.06, 0.11]
}

(5)
{
  "formula": "C3H10N3",
  "method": "ωB97M-V/def2-TZVPD",
  "total_charge": 1,
  "fmax_ha_per_bohr": 0.0775,
  "relative_energy_kcal_mol": 151.8,
  "homo_ha": [-0.4793, -0.4532],
  "total_energy_ha": -284.1340,
  "orbital_gap_ev": [9.30, 3.68],
  "species": ["C", "C", "C", "N", "N", "N", "H", "H", "H", "H", "H", "H", "H", "H", "H", "H"],
  "positions_angstrom": [[-1.458, 0.442, -0.812], [-1.944, 0.779, -2.206], [2.664, -0.523, 2.322], [-1.567, 1.237, 0.146], [-0.831, -0.743, -0.725], [2.007, -1.182, 1.281], [-1.171, 1.580, -2.623], [-2.847, 1.316, -2.356], [-1.986, -0.204, -2.667], [1.916, 0.096, 2.968], [2.762, -1.118, 3.253], [3.644, -0.009, 2.183], [-1.862, 2.193, -0.005], [-1.122, -1.438, -1.386], [-0.780, -1.147, 0.195], [2.575, -1.280, 0.432]],
  "lowdin_charge": [-0.44, 0.05, -0.27, 0.38, 0.22, 0.00, 0.17, 0.09, 0.10, 0.10, 0.08, 0.08, 0.15, 0.13, 0.13, 0.03]
}

(6)
{
  "formula": "C3H10N3",
  "method": "ωB97M-V/def2-TZVPD",
  "total_charge": 1,
  "fmax_ha_per_bohr": 0.1002,
  "relative_energy_kcal_mol": 78.8,
  "homo_ha": -0.5000,
  "total_energy_ha": -284.2504,
  "orbital_gap_ev": 9.70,
  "species": ["C", "C", "C", "N", "N", "N", "H", "H", "H", "H", "H", "H", "H", "H", "H", "H"],
  "positions_angstrom": [[-1.320, 0.357, -0.536], [-1.987, -0.468, 0.497], [0.184, 0.691, 1.128], [-0.554, -0.153, 0.513], [0.724, 1.662, 0.416], [1.800, -1.446, -0.934], [-1.259, -0.219, -1.525], [-1.577, 1.443, -0.669], [-2.535, -0.039, 1.257], [-2.047, -1.536, 0.271], [0.325, 0.655, 2.290], [1.434, 2.260, 0.701], [0.449, 1.627, -0.502], [1.980, -2.401, -0.575], [2.505, -0.874, -0.443], [1.879, -1.559, -1.888]],
  "lowdin_charge": [-0.13, 0.03, -0.13, -0.05, 0.23, 0.02, 0.16, 0.16, 0.10, 0.14, 0.21, 0.12, 0.08, 0.04, 0.03, -0.02]
}

(7)
{
  "formula": "C3H10N3",
  "method": "ωB97M-V/def2-TZVPD",
  "total_charge": 1,
  "fmax_ha_per_bohr": 0.1177,
  "relative_energy_kcal_mol": 82.7,
  "homo_ha": -0.5091,
  "smiles": "CN1[C@H]([NH3+])[C@@H]1N",
  "total_energy_ha": -284.2442,
  "orbital_gap_ev": 10.80,
  "species": ["C", "N", "C", "N", "C", "N", "H", "H", "H", "H", "H", "H", "H", "H", "H", "H"],
  "positions_angstrom": [[-2.082, 0.060, 0.140], [-0.714, 0.142, 0.455], [0.142, -0.800, -0.418], [1.414, -1.241, 0.259], [0.171, 0.779, -0.467], [1.240, 1.250, 0.188], [-2.500, -0.999, 0.005], [-2.516, 0.503, 1.010], [-2.354, 0.643, -0.717], [-0.375, -1.513, -1.018], [1.601, -0.191, 0.652], [1.888, -1.692, -0.540], [1.381, -1.926, 1.049], [-0.208, 1.323, -1.258], [1.027, 1.894, 1.041], [1.884, 1.768, -0.381]],
  "lowdin_charge": [-0.09, -0.07, -0.11, 0.16, -0.34, 0.06, 0.13, 0.09, 0.09, 0.14, 0.14, 0.17, 0.18, 0.14, 0.20, 0.13]
}

(8)
{
  "formula": "C3H10N3",
  "method": "ωB97M-V/def2-TZVPD",
  "total_charge": 1,
  "fmax_ha_per_bohr": 0.1045,
  "relative_energy_kcal_mol": 49.3,
  "homo_ha": [-0.3584, -0.5211],
  "multiplicity": 3,
  "total_energy_ha": -284.0710,
  "orbital_gap_ev": [6.51, 8.84],
  "species": ["C", "C", "C", "N", "N", "N", "H", "H", "H", "H", "H", "H", "H", "H", "H", "H"],
  "positions_angstrom": [[-1.873, -0.174, -0.271], [-0.629, 0.676, -0.441], [0.754, 0.079, -0.350], [1.616, 0.526, 0.643], [0.876, -1.426, -0.294], [-1.229, 0.417, 0.884], [-2.837, 0.095, -0.588], [-1.674, -1.306, -0.338], [-0.767, 1.646, -0.863], [1.464, 0.513, -1.952], [1.839, 1.567, 0.607], [2.377, -0.015, 0.974], [0.625, -1.999, -1.081], [1.835, -1.600, -0.010], [-1.765, 1.084, 1.575], [-0.614, -0.085, 1.503]],
  "lowdin_spin": [0.00, 0.10, 0.70, 0.19, 0.14, 0.05, 0.00, 0.00, 0.01, 0.72, 0.02, 0.01, 0.02, 0.01, 0.01, 0.01]
}

(9)
{
  "formula": "C3H10N3O2P",
  "method": "ωB97M-V/def2-TZVPD",
  "fmax_ha_per_bohr": 0.0838,
  "relative_energy_kcal_mol": 85.6,
  "homo_ha": -0.3366,
  "smiles": "[H]/N=C(\\[C@@H](N)P)C(N)(O)O",
  "total_energy_ha": -776.3348,
  "orbital_gap_ev": 9.83,
  "species": ["H", "N", "C", "C", "N", "P", "C", "N", "O", "O", "H", "H", "H", "H", "H", "H", "H", "H", "H"],
  "positions_angstrom": [[0.621, -1.869, 1.948], [-0.153, -1.661, 1.336], [0.042, -0.716, 0.530], [1.056, 0.422, 0.593], [2.075, -0.078, 1.501], [1.579, 1.187, -1.053], [-1.100, -0.421, -0.601], [-2.153, 0.642, -0.611], [-1.912, -1.557, -0.679], [-0.389, -0.214, -1.837], [0.467, 1.185, 1.061], [2.720, 0.663, 1.808], [2.606, -0.741, 1.088], [0.303, 1.875, -1.261], [2.224, 2.244, -0.383], [-2.674, 0.605, 0.232], [-2.756, 0.157, -1.378], [-1.633, -2.096, 0.075], [-0.924, 0.375, -2.370]],
  "lowdin_charge": [0.06, 0.17, -0.25, -0.59, 0.01, 0.85, -0.57, 0.09, -0.01, -0.13, 0.10, 0.09, 0.02, -0.06, -0.13, 0.06, 0.13, 0.06, 0.08]
}

(10)
{
  "formula": "C3H10N3O3",
  "method": "ωB97M-V/def2-TZVPD",
  "total_charge": 1,
  "fmax_ha_per_bohr": 0.0758,
  "relative_energy_kcal_mol": 90.7,
  "homo_ha": -0.5252,
  "smiles": "CON(/[NH+]=C(/N)O)OC",
  "total_energy_ha": -509.8942,
  "orbital_gap_ev": 11.28,
  "species": ["C", "O", "N", "N", "C", "N", "O", "O", "C", "H", "H", "H", "H", "H", "H", "H", "H", "H", "H"],
  "positions_angstrom": [[-1.727, -2.138, 0.346], [-1.110, -0.898, 0.707], [-0.213, -0.398, -0.178], [0.841, 0.222, 0.645], [1.946, 0.358, -0.159], [3.095, 0.817, 0.347], [1.924, 0.126, -1.426], [-0.803, 0.607, -1.048], [-1.610, 1.552, -0.369], [-1.256, -3.029, 0.571], [-1.838, -2.195, -0.661], [-2.702, -2.033, 0.940], [0.865, 0.046, 1.657], [3.272, 0.887, 1.330], [3.923, 0.933, -0.258], [1.019, -0.098, -1.821], [-2.141, 1.095, 0.555], [-2.418, 1.645, -1.063], [-1.067, 2.502, -0.114]],
  "lowdin_charge": [0.00, -0.14, -0.14, 0.18, -0.39, 0.24, 0.20, -0.13, -0.07, 0.07, 0.06, 0.14, 0.19, 0.13, 0.17, 0.18, 0.12, 0.09, 0.11]
}

(11)
{
  "formula": "C3H10N3O7",
  "method": "ωB97M-V/def2-TZVPD",
  "total_charge": -1,
  "fmax_ha_per_bohr": 0.0621,
  "homo_ha": -0.1028,
  "total_energy_ha": -810.9404,
  "orbital_gap_ev": 5.91,
  "species": ["O", "H", "C", "N", "O", "O", "H", "H", "H", "C", "N", "O", "O", "H", "H", "H", "C", "N", "O", "O", "H", "H", "H"],
  "positions_angstrom": [[15.541, 1.181, -7.462], [14.874, 1.369, -6.774], [12.158, -0.059, -8.155], [11.715, 0.607, -9.439], [11.016, -0.056, -10.179], [12.032, 1.817, -9.584], [13.036, -0.647, -8.421], [11.298, -0.654, -7.848], [12.399, 0.697, -7.407], [14.942, 4.433, -5.815], [13.948, 3.764, -6.757], [13.772, 4.192, -7.844], [13.278, 2.838, -6.324], [14.427, 4.986, -5.029], [15.701, 4.965, -6.389], [15.403, 3.569, -5.336], [15.273, 0.413, -4.281], [15.586, -0.853, -5.027], [16.681, -0.940, -5.518], [14.776, -1.756, -4.931], [14.729, 0.152, -3.373], [14.548, 0.968, -4.876], [16.163, 1.008, -4.076]],
  "lowdin_charge": [-0.56, -0.22, 0.05, -0.42, 0.02, 0.04, 0.10, 0.08, 0.07, 0.05, -0.45, 0.09, -0.01, 0.09, 0.09, 0.07, 0.02, -0.45, 0.07, 0.02, 0.08, 0.06, 0.09]
}

(12)
{
  "formula": "C3H10N3S",
  "method": "ωB97M-V/def2-TZVPD",
  "total_charge": 1,
  "fmax_ha_per_bohr": 0.1137,
  "relative_energy_kcal_mol": 71.3,
  "homo_ha": -0.4925,
  "smiles": "CCN(S)C(N)=[NH2+]",
  "total_energy_ha": -682.4268,
  "orbital_gap_ev": 9.83,
  "species": ["C", "C", "N", "S", "C", "N", "N", "H", "H", "H", "H", "H", "H", "H", "H", "H", "H"],
  "positions_angstrom": [[1.923, 1.236, 0.384], [0.794, 0.782, -0.610], [0.408, -0.633, -0.454], [0.868, -1.755, -1.605], [-1.326, -0.885, -0.007], [-1.844, 0.045, 0.737], [-1.771, -2.002, -0.464], [2.718, 0.453, 0.275], [2.298, 2.141, 0.093], [1.513, 1.096, 1.483], [-0.169, 1.249, -0.642], [1.264, 1.078, -1.596], [1.956, -2.100, -0.864], [-1.448, 0.970, 0.873], [-2.564, -0.243, 1.332], [-2.689, -2.513, -0.235], [-0.945, -2.418, -0.899]],
  "lowdin_charge": [-0.06, -0.33, -0.45, 0.86, -0.27, 0.23, 0.17, 0.09, 0.03, 0.12, 0.08, 0.13, -0.07, 0.14, 0.12, 0.21, 0.00]
}